Entry 1:
Formula: C31H33FN4O2S
Source: the OMol25 dataset
Level of theory: ωB97M-V with the def2-TZVPD basis set

```
72
Properties=species:S:1:pos:R:3:forces:R:3:mulliken_charge:R:1
C -11.3981 -1.3602 1.5872 0.06 0.21 -0.19 -1.30
C -10.8402 -0.5293 0.4368 -0.09 -0.17 0.11 -0.46
N -9.4222 -0.7688 0.2291 0.01 0.08 -0.08 -0.03
C -8.5949 -0.1757 1.2623 0.19 -0.18 0.15 -0.71
C -7.1359 -0.5575 1.0427 -0.16 0.16 0.20 -0.67
N -6.6878 -0.0771 -0.2503 0.06 -0.07 -0.04 0.16
C -5.2716 -0.2907 -0.4696 0.09 0.25 0.10 -0.65
C -4.4321 0.7882 0.2276 -0.30 -0.03 -0.15 -0.81
N -3.0267 0.6154 -0.0455 -0.03 -0.39 0.16 -0.14
C -2.3167 1.4654 -0.8274 -0.05 -0.13 0.17 0.39
O -2.7898 2.4801 -1.2994 0.01 0.22 -0.12 -0.65
C -0.8887 1.0781 -1.0257 0.41 0.05 -0.20 0.76
C 0.0526 2.0939 -1.1638 -0.30 -0.03 0.05 -0.93
C 1.3895 1.8027 -1.3384 0.09 -0.16 -0.03 -0.56
C 1.8262 0.4763 -1.3925 -0.54 0.15 0.08 0.96
C 3.2100 0.0920 -1.5420 0.88 -0.06 0.12 -0.02
C 4.3294 0.7528 -1.1784 -0.76 0.12 0.17 -0.10
S 4.3187 2.3570 -0.4691 0.22 0.05 -0.02 -0.45
C 5.8013 2.3155 0.4811 -0.19 -0.17 -0.14 0.85
C 5.9103 3.2510 1.5019 0.03 -0.13 -0.11 -0.83
C 7.0327 3.2854 2.3033 0.05 0.02 0.03 -0.59
C 8.0418 2.3610 2.0903 -0.04 0.08 0.00 -1.02
C 7.9392 1.4323 1.0726 0.00 -0.05 -0.08 -0.29
C 6.8248 1.3995 0.2316 -0.08 0.51 0.52 0.40
N 6.7627 0.4997 -0.8345 0.09 -0.14 -0.21 0.30
C 7.9886 -0.1570 -1.2572 0.22 -0.09 -0.39 -1.82
C 8.3998 -1.3042 -0.3709 0.24 -0.03 -0.06 0.56
C 7.4751 -2.0857 0.3087 0.13 -0.01 -0.03 -0.15
C 7.8843 -3.1447 1.1000 -0.10 -0.06 0.05 -0.86
C 9.2294 -3.4465 1.2249 0.00 0.02 -0.02 -0.35
C 10.1720 -2.6862 0.5547 0.07 0.12 -0.10 -0.71
C 9.7429 -1.6334 -0.2291 -0.24 -0.09 0.10 0.73
F 10.6699 -0.8848 -0.8727 -0.08 -0.03 0.02 -0.35
C 5.6237 0.1072 -1.4899 0.03 -0.38 -0.43 0.83
O 5.6696 -0.7734 -2.3325 0.01 -0.07 0.07 -0.65
C 0.8643 -0.5395 -1.3169 0.21 0.09 0.02 -1.06
C -0.4684 -0.2470 -1.1253 -0.14 0.14 0.05 -0.69
C -7.5141 -0.6733 -1.2830 -0.23 0.14 -0.14 -0.73
C -8.9714 -0.2841 -1.0620 0.17 -0.16 -0.17 -0.79
H -11.0990 -2.3977 1.4670 0.01 -0.12 0.00 0.34
H -11.0412 -1.0033 2.5494 -0.01 -0.01 0.13 0.33
H -12.4838 -1.3040 1.5865 -0.11 0.00 0.08 0.42
H -11.3541 -0.8222 -0.4828 0.02 0.09 0.02 0.40
H -11.0495 0.5415 0.6123 0.01 -0.04 -0.09 0.32
H -8.9155 -0.5493 2.2356 0.02 0.06 0.01 0.36
H -8.6800 0.9262 1.2595 -0.02 -0.04 0.04 0.31
H -6.5279 -0.1028 1.8266 -0.01 -0.05 0.02 0.32
H -7.0395 -1.6566 1.1140 0.03 0.06 0.02 0.36
H -4.9480 -1.2921 -0.1271 -0.02 0.02 -0.09 0.25
H -5.0749 -0.2235 -1.5425 0.03 -0.04 0.04 0.30
H -4.7168 1.7695 -0.1558 -0.01 -0.12 0.12 0.31
H -4.5949 0.7657 1.3089 -0.02 0.07 -0.08 0.36
H -2.5794 -0.2075 0.3247 0.11 0.17 -0.03 0.26
H -0.2895 3.1172 -1.1336 -0.04 0.09 -0.02 0.46
H 2.0924 2.6088 -1.4731 -0.05 0.08 -0.03 0.52
H 3.3794 -0.8904 -1.9681 0.08 0.04 -0.08 0.48
H 5.0990 3.9470 1.6501 -0.09 0.09 0.08 0.40
H 7.1140 4.0175 3.0911 0.01 0.07 0.08 0.39
H 8.9194 2.3593 2.7181 0.08 -0.01 0.05 0.40
H 8.7358 0.7198 0.9439 0.08 -0.06 -0.03 0.30
H 8.7882 0.5858 -1.3229 -0.12 -0.08 0.04 0.49
H 7.7937 -0.5504 -2.2622 0.13 0.19 0.22 0.47
H 6.4233 -1.8642 0.2102 -0.11 0.05 -0.01 0.36
H 7.1475 -3.7382 1.6192 -0.07 -0.06 0.05 0.39
H 9.5479 -4.2727 1.8414 0.04 -0.07 0.06 0.37
H 11.2272 -2.8955 0.6298 0.12 0.00 0.00 0.45
H 1.1810 -1.5696 -1.3975 0.04 -0.09 -0.03 0.38
H -1.1863 -1.0548 -1.0883 -0.05 -0.06 0.01 0.40
H -7.1861 -0.3001 -2.2557 0.01 -0.05 0.01 0.43
H -7.4349 -1.7750 -1.2793 0.00 0.04 -0.04 0.34
H -9.5869 -0.7373 -1.8430 0.00 0.05 0.02 0.45
H -9.0606 0.8143 -1.1352 -0.01 -0.04 -0.04 0.32
```
Positions in Å, forces in eV/Å.

Properties
max |F| = 0.0172 hartree/bohr
LUMO energy = -0.23 eV
HOMO energy = -8.015 eV
energy relative to the best compared isomer or geometry (same formula, charge and spin) = 12.57 kJ/mol

=====

Entry 2:
Formula: C30H35Cl2N6O4Ti
Source: the OMol25 dataset
Level of theory: ωB97M-V with the def2-TZVPD basis set

```
78
Properties=species:S:1:pos:R:3:forces:R:3:mulliken_charge:R:1
Ti -0.7929 0.6577 -0.6132 0.49 0.38 0.26 -0.28
C 4.5221 2.4836 3.0237 -0.01 -0.04 -0.04 -1.76
C 3.5834 1.9568 1.9683 -0.01 0.09 0.03 0.59
C 3.6863 0.6485 1.5076 0.00 -0.04 -0.03 -0.85
C 2.8648 0.1395 0.4822 -0.01 0.01 0.02 0.71
C 2.9193 -1.1694 -0.0324 0.02 -0.06 -0.05 -1.14
N 3.5636 -2.2409 0.5494 -0.01 0.02 0.04 -0.09
C 3.4573 -2.5555 1.9730 -0.04 0.06 -0.03 -1.25
C 2.0459 -2.4507 2.5537 0.03 -0.04 -0.05 0.45
C 1.0254 -3.4422 1.9925 0.10 0.03 0.15 -0.97
N 0.4377 -3.0113 0.7253 -0.11 0.09 -0.06 0.42
C 0.3666 -3.7434 -0.3360 0.07 -0.10 0.10 0.13
C -0.1425 -3.3586 -1.6100 0.00 0.04 -0.19 0.46
C 0.0369 -4.2312 -2.6974 0.00 -0.02 0.01 -0.65
C -0.2671 -3.8602 -3.9886 0.03 -0.10 -0.04 0.05
C -0.0868 -4.7963 -5.1558 -0.01 0.07 0.04 -1.64
C -0.7123 -2.5495 -4.1836 -0.02 0.08 0.01 -0.79
C -0.9058 -1.6379 -3.1530 0.01 -0.11 -0.08 0.78
C -1.2816 -0.2797 -3.5219 0.02 0.18 -0.02 -0.26
N -1.3150 0.7607 -2.7778 -0.04 -0.05 0.20 0.44
C -1.7892 2.0051 -3.4048 0.04 0.14 -0.08 -0.76
C -1.0143 3.2657 -3.0312 -0.03 -0.02 0.02 -0.87
C -1.1054 3.6849 -1.5623 0.05 0.04 -0.05 -0.83
N -0.2881 2.7868 -0.7614 -0.17 -0.15 -0.07 0.43
C 0.7713 3.2086 -0.1890 0.08 -0.01 0.17 -0.48
C 1.7546 2.3191 0.4070 -0.05 -0.08 -0.09 1.01
C 2.6279 2.7874 1.4053 -0.01 0.03 0.01 -1.06
C 1.8730 1.0100 -0.0713 0.20 0.00 0.09 0.61
O 1.0664 0.5227 -1.0078 -0.38 -0.05 0.03 -0.98
C -0.6994 -2.0655 -1.8136 0.17 -0.03 0.09 0.40
O -0.9502 -1.3388 -0.7882 -0.17 -0.03 -0.05 -0.97
H 5.0299 1.6716 3.5433 0.00 0.00 0.00 0.37
H 3.9878 3.0787 3.7648 0.01 0.00 0.00 0.39
H 5.2866 3.1224 2.5773 0.01 -0.01 0.02 0.35
H 4.4659 0.0175 1.9152 0.00 0.01 0.00 0.56
H 2.4567 -1.3505 -0.9932 0.01 -0.03 0.00 0.67
H 3.6305 -3.0505 -0.0425 -0.01 0.01 -0.02 0.35
H 4.1111 -1.9071 2.5568 0.00 -0.01 0.01 0.23
H 3.8373 -3.5704 2.1022 0.02 0.00 -0.01 0.52
H 1.6594 -1.4365 2.4346 0.00 0.01 0.00 -0.45
H 2.1231 -2.6385 3.6271 -0.02 0.00 0.00 0.59
H 0.2097 -3.5533 2.7083 -0.04 0.00 -0.04 0.35
H 1.4727 -4.4278 1.8443 -0.03 -0.01 -0.04 0.48
H 0.0434 -2.0630 0.6723 0.02 0.00 0.06 -0.47
H 0.7954 -4.7394 -0.2459 -0.02 0.00 -0.05 0.39
H 0.4401 -5.2213 -2.5074 0.00 0.01 -0.01 0.39
H 0.2056 -5.7894 -4.8194 0.00 0.00 0.00 0.38
H 0.6837 -4.4321 -5.8369 0.00 0.00 0.00 0.35
H -1.0116 -4.8934 -5.7252 0.00 -0.01 0.00 0.37
H -0.9065 -2.2153 -5.1990 0.01 -0.02 0.01 0.49
H -1.5308 -0.1527 -4.5792 0.01 -0.06 -0.01 0.27
H -2.8333 2.1454 -3.1139 -0.01 -0.03 0.04 0.22
H -1.7708 1.8943 -4.4928 -0.01 -0.06 0.00 0.44
H -1.4343 4.0717 -3.6371 0.00 -0.01 -0.01 0.46
H 0.0356 3.1657 -3.3160 0.01 -0.02 0.01 0.33
H -2.1386 3.6347 -1.2093 0.00 -0.01 0.03 0.14
H -0.7558 4.7166 -1.4592 0.00 0.00 0.04 0.47
H 0.9762 4.2818 -0.1369 0.01 0.01 -0.14 0.42
H 2.5387 3.8149 1.7426 0.00 -0.01 -0.01 0.50
Cl -3.8169 0.4237 -1.2431 -0.08 -0.15 0.14 -0.03
C -4.9438 0.3940 0.1382 -0.01 -0.05 -0.03 -0.35
Cl -4.3822 -0.6577 1.4431 -0.03 0.05 -0.05 -0.13
H -5.8863 0.0053 -0.2257 0.00 0.01 -0.03 0.45
H -5.0214 1.4113 0.4976 0.04 0.04 0.05 0.17
C -3.7157 3.4259 3.5278 0.00 0.00 0.00 -0.92
N -2.7564 2.4374 3.0458 0.05 0.00 0.03 0.25
C -1.9776 1.7223 3.8993 -0.04 0.02 -0.01 0.06
C -1.0683 0.8237 3.4704 0.03 -0.07 0.02 -1.66
C -0.9593 0.6445 2.0568 -0.14 0.08 -0.05 0.29
O -0.1447 -0.1221 1.4733 -0.06 -0.01 -0.12 1.04
N -1.7637 1.3446 1.2263 0.18 -0.04 -0.15 0.72
C -2.6433 2.2816 1.6607 -0.17 0.06 0.00 -0.47
O -3.3393 2.9644 0.9188 0.06 -0.07 -0.01 -0.71
H -3.7433 3.3853 4.6133 0.02 0.00 0.00 0.33
H -4.7047 3.2114 3.1301 0.00 -0.02 -0.01 0.29
H -3.4271 4.4233 3.2027 0.00 0.00 -0.01 0.31
H -2.1282 1.9265 4.9508 -0.01 0.01 0.00 0.38
H -0.4374 0.2745 4.1505 -0.01 0.00 0.00 0.59
```
Positions in Å, forces in eV/Å.

Properties
total charge = +1
max |F| = 0.0131 hartree/bohr
LUMO energy (alpha / beta) = -3.16 / -3.17 eV
HOMO energy (alpha / beta) = -8.171 / -10.220 eV
spin multiplicity = 3
energy relative to the best compared isomer or geometry (same formula, charge and spin) = 0.00 kJ/mol